{"formula": "C6H12N", "method": "ωB97M-V/def2-TZVPD", "smiles": "C=CC(C)([NH3+])C=C", "e_tot_ev": -7896.9854, "charge": 1, "de_lowest_kj_mol": 296.8, "homo_lumo_gap_ha": 0.3820, "spin_multiplicity": 1, "elements": ["C", "C", "C", "C", "C", "C", "N", "H", "H", "H", "H", "H", "H", "H", "H", "H", "H", "H", "H"], "coordinates": [[-1.207, 1.888, 0.422], [1.929, 0.733, -0.982], [-1.189, 0.574, 0.645], [1.287, 0.515, 0.126], [-0.443, -0.968, -1.206], [-0.205, -0.419, 0.218], [-0.026, -1.505, 1.151], [-2.080, 2.309, 0.558], [-0.338, 2.476, 0.531], [2.889, 1.381, -1.011], [1.609, 0.368, -1.968], [-2.202, 0.203, 0.960], [1.534, 0.914, 1.082], [0.444, -1.273, -1.708], [-0.801, -0.108, -1.741], [-1.273, -1.764, -1.164], [0.602, -2.139, 0.695], [-0.892, -1.861, 1.364], [0.362, -1.326, 2.028]], "atomic_forces_ev_per_a": [[3.682, -2.853, 1.174], [2.141, 1.259, -1.559], [-2.898, -0.157, -0.120], [-3.096, -2.579, 0.855], [-2.279, -0.456, 1.539], [4.438, 3.996, -2.157], [1.615, 0.042, -1.122], [-4.195, 2.483, 0.668], [0.982, 0.712, -1.149], [-1.799, -1.151, 0.201], [0.186, 0.117, 0.576], [0.815, -0.266, -0.558], [0.358, 0.311, 0.560], [0.658, -0.798, -0.055], [-0.436, 0.143, -0.461], [1.283, 1.060, -0.409], [0.156, -1.177, -0.184], [-2.808, -1.901, 0.273], [1.196, 1.211, 1.927]], "nbo_charge": [-0.27, -0.37, -0.26, -0.21, -0.63, 0.05, -0.64, 0.20, 0.21, 0.25, 0.22, 0.21, 0.21, 0.24, 0.26, 0.23, 0.45, 0.43, 0.44]}

---

{"formula": "C2H5NOS", "method": "ωB97M-V/def2-TZVPD", "e_tot_ev": -16525.1800, "charge": 0, "de_lowest_kj_mol": 308.9, "homo_lumo_gap_ha": [0.2721, 0.2722], "spin_multiplicity": 1, "elements": ["C", "C", "N", "O", "S", "H", "H", "H", "H", "H"], "coordinates": [[0.554, -0.677, 0.047], [0.880, 0.815, 0.114], [-0.710, -1.070, -0.082], [-2.206, 1.145, -0.304], [-2.237, -0.322, -0.205], [1.468, -1.198, -0.011], [1.356, 0.973, 1.016], [-0.019, 1.375, 0.137], [1.755, 1.005, -0.563], [-0.841, -2.045, -0.149]], "atomic_forces_ev_per_a": [[-2.011, 3.057, -0.454], [0.463, -2.243, -1.263], [3.142, 1.096, 0.315], [0.550, 0.954, 0.042], [-0.987, -1.195, -0.021], [0.108, -1.994, -0.015], [0.912, 0.310, 2.478], [-0.444, 1.082, -0.812], [-1.391, 0.346, -0.199], [-0.342, -1.413, -0.070]], "nbo_charge": [0.05, -0.68, -0.65, -0.96, 0.90, 0.20, 0.22, 0.27, 0.23, 0.41]}